1.
Here is a structure of composition C24H33BrO2S4SbW from the Open Molecules 2025 dataset. Energies are from ωB97M-V/def2-TZVPD.

Results
ΔE to the lowest compared entry with this formula, charge and spin   0.0 kcal per mole
HOMO energy   -4.3356 eV
Total energy   -151271.9713 eV
HOMO-LUMO gap   6.46 eV

Geometry as ORCA input:
```
! wB97M-V def2-TZVPD RIJCOSX def2/J DEFGRID3
* xyz -1 1
W 0.09090 -0.68225 0.14792
C -0.31802 1.56145 -0.62695
C -0.12161 1.59126 0.78433
C -1.22651 0.80509 1.33745
C -2.02666 0.36962 0.22513
C -1.48007 0.84327 -0.97644
C -2.07211 0.65170 -2.35795
C -3.36444 1.48126 -2.41155
C -1.11336 1.15316 -3.43704
C -2.41611 -0.81954 -2.61132
C -1.74297 0.62869 2.77666
C -3.05184 -0.17426 2.76645
C -2.08905 2.01905 3.33353
C -0.79676 -0.11625 3.72194
C 0.94148 2.53518 1.36124
C 0.34440 3.95231 1.38225
C 2.16756 2.55469 0.43294
C 1.46289 2.18255 2.75312
H 0.38578 1.96167 -1.33907
H -2.90934 -0.24052 0.30949
H -3.16125 2.53523 -2.21058
H -4.08753 1.12963 -1.67347
H -3.81902 1.40171 -3.40205
H -0.92354 2.22400 -3.33171
H -1.55665 0.99098 -4.42203
H -0.15654 0.63341 -3.39830
H -3.07929 -1.21263 -1.83861
H -1.51966 -1.43898 -2.62993
H -2.92428 -0.91577 -3.57386
H -3.84857 0.34238 2.22586
H -3.38044 -0.30760 3.79863
H -2.90769 -1.16597 2.33506
H -2.73647 2.56812 2.64499
H -1.20754 2.62601 3.52387
H -2.62057 1.90286 4.28094
H -0.77162 -1.18241 3.50073
H -1.15918 -0.01396 4.74846
H 0.22812 0.23416 3.68782
H 0.02941 4.25013 0.37984
H 1.09652 4.66479 1.73036
H -0.52111 4.02357 2.04065
H 1.94940 2.98941 -0.54246
H 2.56453 1.54912 0.28153
H 2.94882 3.16521 0.89001
H 0.69816 2.23107 3.52283
H 2.23909 2.90400 3.01957
H 1.90745 1.18753 2.76862
S 0.72516 -3.50776 4.48222
Sb 0.97535 -3.50733 2.24128
S -0.87445 -2.62979 0.83832
S 1.83565 -1.26384 1.44512
S 1.88503 -5.33418 1.29006
Br 5.94263 -3.78070 -4.31314
C 4.31598 -3.65006 -3.33516
C 3.73980 -4.80436 -2.82296
C 2.56110 -4.70888 -2.10431
C 1.95616 -3.47407 -1.90782
C 2.54469 -2.33461 -2.43392
C 3.74006 -2.41289 -3.14950
C 1.94199 -0.97965 -2.27936
O 2.44176 0.02174 -2.72804
O 0.74603 -0.93961 -1.65990
H 4.22059 -5.76152 -2.97116
H 2.12360 -5.58766 -1.65376
H 1.04844 -3.40742 -1.32328
H 4.18570 -1.51154 -3.54358
*
```

2.
Here is an isolated molecule of C24H33ClN4O6 from the Open Molecules 2025 dataset. Energies are from ωB97M-V/def2-TZVPD.

Results
SMILES string   CCO[C@H]1OC(=O)C[C@@H]1NC(=O)[C@@H]1CCCN1C(=O)[C@@H](NC(=O)c1ccc(N)c(Cl)c1)C(C)(C)C
HOMO energy   -8.5962 eV
Total energy   -56194.6053 eV
HOMO-LUMO gap   9.02 eV

Geometry as ORCA input:
```
! wB97M-V def2-TZVPD RIJCOSX def2/J DEFGRID3
* xyz 0 1
C 0.52159 -3.53963 7.59407
C 1.47894 -3.46016 6.41185
H 1.32403 -4.31004 5.73361
H 2.51511 -3.46704 6.75841
O 1.36558 -2.24930 5.67405
C 0.29627 -2.16164 4.80746
C 0.54878 -0.97272 3.84578
N -0.02857 -1.20318 2.54317
C 0.52416 -2.06525 1.67179
O 1.45782 -2.79103 1.94018
C -0.15334 -2.03545 0.28412
N 0.16146 -0.77686 -0.39592
C -0.50341 0.34900 -0.09939
O -1.37831 0.34814 0.76433
C -0.09561 1.60387 -0.87649
N -0.36441 1.40998 -2.28433
C 0.60749 1.52799 -3.22486
O 1.77186 1.72646 -2.92639
C 0.17433 1.32415 -4.63005
C -1.11551 1.57987 -5.08976
C -1.42935 1.36035 -6.41350
C -0.48593 0.87372 -7.33089
C 0.80741 0.63437 -6.85266
C 1.12992 0.86470 -5.53616
H 2.13156 0.68927 -5.17494
H 1.55488 0.26967 -7.54133
N -0.80135 0.70027 -8.64308
H -0.17481 0.17161 -9.22283
H -1.77419 0.71831 -8.89906
Cl -3.04525 1.69374 -6.96876
H -1.87798 1.98032 -4.43842
H -1.31842 1.23750 -2.55328
H 0.99621 1.70070 -0.80247
C -0.71575 2.92574 -0.34858
C -0.11485 4.08414 -1.15169
H -0.35616 3.99814 -2.20875
H -0.50930 5.03011 -0.78896
H 0.96813 4.10026 -1.05405
C -2.23814 2.93476 -0.50643
H -2.52506 2.91997 -1.55615
H -2.64589 3.83964 -0.06250
H -2.67807 2.07883 -0.00349
C -0.34784 3.10514 1.12631
H -0.84844 2.35919 1.73529
H 0.72710 3.01550 1.26920
H -0.65874 4.08977 1.46724
C 1.17146 -0.98012 -1.42142
C 1.67744 -2.39786 -1.17395
H 2.06448 -2.85641 -2.08070
C 0.44030 -3.10358 -0.62607
H 0.69248 -3.99948 -0.06398
H -0.25473 -3.35621 -1.42730
H 2.45646 -2.39994 -0.41279
H 1.96135 -0.22957 -1.36339
H 0.71031 -0.91507 -2.41324
H -1.23684 -2.11623 0.41940
H -0.78270 -0.60269 2.21192
H 1.63234 -0.84842 3.75001
C -0.14375 0.17235 4.56579
C -1.17377 -0.52504 5.44627
O -2.08946 -0.02360 6.02275
O -0.91460 -1.84337 5.48648
H -0.62926 0.87974 3.89561
H 0.54576 0.71730 5.21078
H 0.12463 -3.10926 4.27673
H -0.51022 -3.51902 7.25359
H 0.68269 -2.69517 8.25928
H 0.69773 -4.46122 8.14255
*
```

3.
Here is a structure of composition C24H33DyN2O5P2S at a distorted geometry from the Open Molecules 2025 dataset. Energies are from ωB97M-V/def2-TZVPD.

Results
HOMO energy (alpha / beta)   -7.4029 / -7.4144 eV
Total energy   -92136.8659 eV
HOMO-LUMO gap (alpha / beta)   7.40 / 7.41 eV

Geometry as ORCA input:
```
! wB97M-V def2-TZVPD RIJCOSX def2/J DEFGRID3
* xyz 0 6
C -0.80788 3.97272 -1.78769
C -0.86851 2.62236 -1.41805
N -0.07764 2.13217 -0.42757
C 0.84216 2.93960 0.15984
C 0.90163 4.30068 -0.13693
C 0.06515 4.83434 -1.11686
C -1.82254 1.71163 -2.16793
P -2.28266 0.13345 -1.30748
Dy -0.24512 -0.15657 0.43790
P 2.28946 0.57839 1.05443
C 1.76438 2.37428 1.25051
C 0.01504 -2.60198 0.33079
C -1.03957 -3.19408 0.99358
C -1.00792 -4.59178 1.20203
C 0.05000 -5.34845 0.68360
C 1.08593 -4.72361 -0.01704
C 1.07235 -3.31716 -0.18805
O -0.76953 0.52206 -4.37434
O 0.31988 -1.57788 -3.18461
H -1.46147 4.31220 -2.59106
H 1.62241 4.91103 0.41234
H 0.10080 5.89391 -1.36945
C -3.71785 0.65852 -0.31168
C -3.01318 -1.07238 -2.44539
H 2.70184 2.96004 1.28970
H 1.23584 2.44427 2.22820
H -1.34722 1.38881 -3.17236
H -2.74977 2.26265 -2.40835
C 2.84747 0.08498 2.72171
C 3.87074 0.68475 0.17435
H -1.88895 -2.59735 1.35226
H -1.80876 -5.07320 1.76269
H 0.06118 -6.42747 0.82967
H 1.90322 -5.31436 -0.43378
H 1.87196 -2.79608 -0.72050
H 0.64228 -1.16266 -2.28703
H 0.13208 -2.51372 -2.99547
H -0.31227 -0.28838 -3.98938
H -0.10163 1.04728 -4.83240
H 0.78440 -0.50231 -1.24820
H -4.54956 0.89003 -0.99644
H -3.99525 -0.16637 0.35978
H -3.46768 1.53670 0.29723
H -3.88196 -0.64131 -2.96620
H -2.26463 -1.42635 -3.16987
H -3.34221 -1.93836 -1.84942
H 4.62130 1.18690 0.80574
H 4.19710 -0.34390 -0.04052
H 3.74473 1.22019 -0.77526
H 3.78018 0.61002 2.97030
H 2.08873 0.28056 3.49229
H 3.03533 -0.99899 2.67412
O -0.71013 3.16065 5.75270
S -0.10121 1.94598 5.26985
O 1.30073 1.70817 5.55987
N -0.38496 1.71072 3.62420
C -1.11563 0.64410 3.37025
O -1.41823 0.25607 2.16512
C -1.51720 -0.12449 4.55337
C -2.13033 -1.38701 4.61791
C -2.25071 -1.99746 5.86528
C -1.78481 -1.34495 7.02359
C -1.14905 -0.09541 6.95230
C -1.03551 0.49343 5.69506
H -2.50278 -1.87477 3.71318
H -2.70390 -2.98885 5.96413
H -1.90368 -1.83716 7.99382
H -0.74522 0.40529 7.83451
*
```

4.
Here is a structure of composition C24H33HfN2O5P2S at a distorted geometry from the Open Molecules 2025 dataset. Energies are from ωB97M-V/def2-TZVPD.

Results
HOMO energy   -10.0745 eV
Total energy   -69353.7699 eV
HOMO-LUMO gap   6.56 eV

Geometry as ORCA input:
```
! wB97M-V def2-TZVPD RIJCOSX def2/J DEFGRID3
* xyz 1 1
C -0.93471 2.48859 -3.76240
C -0.96237 1.54909 -2.73725
N 0.13577 1.22492 -2.02764
C 1.31560 1.79609 -2.32854
C 1.35805 2.80016 -3.28134
C 0.24399 3.14708 -4.03445
C -2.31652 1.12425 -2.24009
P -2.43772 -0.24006 -0.98412
Hf 0.00128 -0.23228 -0.24078
P 2.59689 -0.19396 -0.63960
C 2.52934 1.44491 -1.51025
C -0.11456 -2.26312 0.73026
C -0.61705 -2.21080 2.03334
C -0.52157 -3.34525 2.85780
C 0.03971 -4.52917 2.35135
C 0.49349 -4.59417 1.01738
C 0.42355 -3.44465 0.21048
O -1.75014 -2.69386 -6.33877
O 1.74600 -1.64780 -3.78399
H -1.84192 2.68503 -4.31412
H 2.30507 3.30639 -3.40363
H 0.29604 3.91959 -4.79838
C -3.75210 0.44722 0.05697
C -3.22420 -1.66045 -1.79378
H 3.42358 1.45326 -2.15137
H 2.68619 2.20609 -0.72306
H -2.96865 0.92718 -3.09201
H -2.78531 2.02739 -1.73756
C 3.59399 0.09674 0.83953
C 3.57853 -1.19660 -1.71655
H -1.08214 -1.30077 2.41673
H -0.88709 -3.29194 3.89236
H 0.11400 -5.41131 3.00283
H 0.90121 -5.54093 0.63187
H 0.74866 -3.45229 -0.83329
H 1.09271 -2.21474 -3.34523
H 2.14933 -2.33688 -4.38262
H -2.59005 -2.24542 -6.20123
H -1.22078 -1.86648 -6.36024
H -0.34078 -2.20811 -2.28284
H -4.70209 0.56509 -0.50166
H -3.91170 -0.26024 0.88413
H -3.44341 1.42289 0.47820
H -4.31921 -1.54946 -1.82211
H -2.79194 -1.85420 -2.78551
H -2.97120 -2.50974 -1.14061
H 4.42278 -0.64996 -2.16132
H 3.84328 -2.15144 -1.25111
H 2.90440 -1.52617 -2.53913
H 4.62617 0.35876 0.57137
H 3.15226 0.90323 1.45081
H 3.60519 -0.82601 1.43830
O 2.22768 4.27355 3.73400
S 2.05409 2.85345 3.84332
O 3.04335 2.07858 4.54280
N 1.69510 2.15694 2.35556
C 0.48806 1.65371 2.29925
O 0.10766 0.92806 1.26239
C -0.32892 1.86155 3.48208
C -1.62058 1.38791 3.75194
C -2.10776 1.54420 5.04169
C -1.34315 2.17136 6.04071
C -0.04631 2.64247 5.74530
C 0.44251 2.48015 4.45574
H -2.20482 0.91531 2.96800
H -3.09221 1.18295 5.30883
H -1.73869 2.29797 7.05906
H 0.58411 3.12611 6.49218
*
```

Copy entry 2 word for word.
Here is an isolated molecule of C24H33ClN4O6 from the Open Molecules 2025 dataset. Energies are from ωB97M-V/def2-TZVPD.

Results
SMILES string   CCO[C@H]1OC(=O)C[C@@H]1NC(=O)[C@@H]1CCCN1C(=O)[C@@H](NC(=O)c1ccc(N)c(Cl)c1)C(C)(C)C
HOMO energy   -8.5962 eV
Total energy   -56194.6053 eV
HOMO-LUMO gap   9.02 eV

Geometry as ORCA input:
```
! wB97M-V def2-TZVPD RIJCOSX def2/J DEFGRID3
* xyz 0 1
C 0.52159 -3.53963 7.59407
C 1.47894 -3.46016 6.41185
H 1.32403 -4.31004 5.73361
H 2.51511 -3.46704 6.75841
O 1.36558 -2.24930 5.67405
C 0.29627 -2.16164 4.80746
C 0.54878 -0.97272 3.84578
N -0.02857 -1.20318 2.54317
C 0.52416 -2.06525 1.67179
O 1.45782 -2.79103 1.94018
C -0.15334 -2.03545 0.28412
N 0.16146 -0.77686 -0.39592
C -0.50341 0.34900 -0.09939
O -1.37831 0.34814 0.76433
C -0.09561 1.60387 -0.87649
N -0.36441 1.40998 -2.28433
C 0.60749 1.52799 -3.22486
O 1.77186 1.72646 -2.92639
C 0.17433 1.32415 -4.63005
C -1.11551 1.57987 -5.08976
C -1.42935 1.36035 -6.41350
C -0.48593 0.87372 -7.33089
C 0.80741 0.63437 -6.85266
C 1.12992 0.86470 -5.53616
H 2.13156 0.68927 -5.17494
H 1.55488 0.26967 -7.54133
N -0.80135 0.70027 -8.64308
H -0.17481 0.17161 -9.22283
H -1.77419 0.71831 -8.89906
Cl -3.04525 1.69374 -6.96876
H -1.87798 1.98032 -4.43842
H -1.31842 1.23750 -2.55328
H 0.99621 1.70070 -0.80247
C -0.71575 2.92574 -0.34858
C -0.11485 4.08414 -1.15169
H -0.35616 3.99814 -2.20875
H -0.50930 5.03011 -0.78896
H 0.96813 4.10026 -1.05405
C -2.23814 2.93476 -0.50643
H -2.52506 2.91997 -1.55615
H -2.64589 3.83964 -0.06250
H -2.67807 2.07883 -0.00349
C -0.34784 3.10514 1.12631
H -0.84844 2.35919 1.73529
H 0.72710 3.01550 1.26920
H -0.65874 4.08977 1.46724
C 1.17146 -0.98012 -1.42142
C 1.67744 -2.39786 -1.17395
H 2.06448 -2.85641 -2.08070
C 0.44030 -3.10358 -0.62607
H 0.69248 -3.99948 -0.06398
H -0.25473 -3.35621 -1.42730
H 2.45646 -2.39994 -0.41279
H 1.96135 -0.22957 -1.36339
H 0.71031 -0.91507 -2.41324
H -1.23684 -2.11623 0.41940
H -0.78270 -0.60269 2.21192
H 1.63234 -0.84842 3.75001
C -0.14375 0.17235 4.56579
C -1.17377 -0.52504 5.44627
O -2.08946 -0.02360 6.02275
O -0.91460 -1.84337 5.48648
H -0.62926 0.87974 3.89561
H 0.54576 0.71730 5.21078
H 0.12463 -3.10926 4.27673
H -0.51022 -3.51902 7.25359
H 0.68269 -2.69517 8.25928
H 0.69773 -4.46122 8.14255
*
```